{"formula": "C4H12NO3", "method": "ωB97M-V with the def2-TZVPD basis set", "charge": -1, "homo_ev": -3.82, "orbital_gap_ev": 7.53, "lumo_ev": 3.71, "relative_energy_kj_mol": 70.5, "elements": ["C", "C", "C", "O", "N", "C", "O", "H", "H", "H", "H", "H", "H", "H", "H", "H", "H", "H", "H", "O"], "xyz": [[1.843, -0.112, -0.383], [0.594, -0.965, -0.031], [0.776, -1.459, 1.413], [-0.260, -2.430, 1.720], [-0.657, -0.236, -0.053], [-0.635, 1.199, 0.322], [-0.531, 2.025, -0.767], [2.585, -0.176, 0.420], [1.646, 0.929, -0.641], [2.350, -0.451, -1.298], [0.653, -1.868, -0.637], [1.696, -2.034, 1.530], [0.634, -0.679, 2.163], [-1.064, -1.988, 1.407], [-1.171, -0.360, -0.909], [-1.610, 1.402, 0.814], [0.188, 1.391, 1.023], [-1.655, 2.093, -1.573], [-2.929, 1.441, -2.208], [-2.453, 2.276, -2.312]], "atomic_forces_ev_per_a": [[0.6, 0.0, -0.7], [1.3, 1.2, 1.1], [-1.1, -1.4, 0.0], [0.2, 0.2, -0.2], [-0.4, -1.1, 0.4], [-0.8, 1.0, -1.5], [0.4, -0.4, 0.4], [0.0, 0.2, 0.0], [-0.4, 0.0, 0.5], [-0.1, -0.4, 0.2], [-0.8, 0.0, -0.2], [0.2, 0.4, 0.1], [0.7, 0.4, -0.3], [0.0, 0.0, -0.1], [0.1, 0.3, -0.2], [0.3, -0.2, 0.4], [0.0, -0.4, 0.3], [0.0, 0.7, -0.6], [-0.2, 0.2, -0.3], [0.1, -0.8, 0.7]]}

{"formula": "C4H12NO3", "method": "ωB97M-V with the def2-TZVPD basis set", "charge": -1, "homo_ev": -3.57, "orbital_gap_ev": 7.13, "lumo_ev": 3.56, "relative_energy_kj_mol": 91.1, "elements": ["C", "O", "C", "C", "C", "O", "N", "H", "H", "H", "H", "H", "H", "H", "H", "H", "H", "H", "H", "O"], "xyz": [[1.509, -1.572, 0.414], [2.828, -1.083, 0.508], [0.417, -0.641, -0.051], [-0.902, -0.981, 0.611], [-1.901, 0.359, 0.803], [-1.846, 1.116, -0.267], [0.255, -0.656, -1.507], [1.468, -2.587, -0.058], [1.306, -1.777, 1.500], [3.221, -0.933, -0.356], [0.770, 0.405, 0.231], [-1.393, -1.718, -0.063], [-0.818, -1.534, 1.546], [-2.900, -0.101, 1.064], [-1.470, 0.801, 1.745], [-0.300, 0.171, -1.754], [-0.146, -1.498, -1.899], [0.443, 2.951, -0.125], [-1.011, 2.274, -0.218], [-0.427, 3.142, -0.488]], "atomic_forces_ev_per_a": [[-0.3, -1.4, 2.0], [0.7, 0.3, -0.5], [0.1, 0.7, -0.2], [-1.8, 0.3, 0.0], [1.6, -2.8, 0.7], [-0.4, 0.9, -0.7], [1.1, 1.3, -0.5], [0.0, 0.7, -0.1], [0.0, 0.1, -0.9], [-0.3, 0.0, -0.2], [-0.6, -1.1, -0.3], [-0.1, 0.5, 0.2], [0.2, 0.2, 0.5], [0.3, 0.4, -0.1], [-0.4, 0.1, -0.2], [-0.1, -0.6, 0.1], [-0.3, 0.1, 0.5], [0.0, 0.1, -0.1], [0.2, 0.6, -0.8], [-0.1, -0.5, 0.6]]}

{"formula": "C4H12NO3", "method": "ωB97M-V with the def2-TZVPD basis set", "charge": -1, "homo_ev": -3.42, "orbital_gap_ev": 7.08, "lumo_ev": 3.66, "relative_energy_kj_mol": 120.8, "elements": ["C", "C", "C", "O", "N", "C", "O", "H", "H", "H", "H", "H", "H", "H", "H", "H", "H", "H", "H", "O"], "xyz": [[0.401, -0.542, -0.731], [1.299, 0.003, 0.387], [0.586, 0.699, 1.510], [-0.148, -0.060, 2.378], [-0.021, 0.551, -1.638], [-1.345, 1.092, -1.451], [-2.324, 0.383, -2.199], [0.908, -1.269, -1.365], [-0.461, -1.015, -0.276], [1.790, -0.904, 0.745], [2.215, 0.368, -0.102], [1.279, 1.343, 2.101], [-0.091, 1.523, 1.135], [0.645, 1.311, -1.610], [-1.330, 2.130, -1.794], [-1.664, 0.965, -0.416], [-1.964, -0.167, -2.898], [0.664, -2.589, 2.372], [-0.341, -1.387, 2.040], [-0.099, -2.435, 1.812]], "atomic_forces_ev_per_a": [[0.0, 1.2, -0.1], [0.9, -2.4, -1.1], [-0.8, 2.1, 1.3], [-0.2, -0.4, -0.2], [-0.5, 0.1, -0.2], [0.6, -0.9, -0.2], [-1.0, -0.1, 0.0], [0.2, -0.2, 0.3], [-0.2, -0.1, -0.1], [-0.4, -0.3, 0.8], [-0.4, 1.4, 0.1], [0.6, -0.3, -0.2], [0.3, -0.3, -0.6], [0.1, -0.1, 0.0], [-0.1, 0.1, 0.3], [-0.1, 0.4, 0.1], [0.7, 0.2, 0.1], [0.0, 0.1, 0.0], [1.0, -0.5, -0.1], [-0.6, -0.1, 0.0]]}

{"formula": "C4H12NO3", "method": "ωB97M-V with the def2-TZVPD basis set", "homo_ev": [-2.94, -10.92], "orbital_gap_ev": [3.65, 11.40], "lumo_ev": [0.71, 0.48], "relative_energy_kj_mol": 81.3, "multiplicity": 2, "elements": ["O", "C", "C", "N", "C", "C", "O", "H", "H", "H", "H", "H", "H", "H", "H", "H", "H", "H", "H", "O"], "xyz": [[0.517, -1.287, 1.757], [-0.805, -1.032, 1.742], [-1.120, -0.060, 0.518], [0.128, 0.413, -0.118], [-0.017, 1.721, -0.852], [1.330, 2.172, -1.370], [-1.642, -1.517, 2.430], [0.671, -2.123, 2.239], [-1.760, 0.701, 0.952], [-1.675, -0.623, -0.236], [0.355, -0.268, -0.875], [0.925, 0.493, 0.531], [-0.734, 1.575, -1.659], [-0.496, 2.438, -0.187], [2.226, 1.654, -1.022], [1.458, 2.026, -2.446], [1.519, 3.223, -1.150], [1.015, -1.512, -3.059], [0.624, -0.192, -3.686], [0.972, -0.559, -2.876]], "atomic_forces_ev_per_a": [[0.1, -0.7, 0.2], [0.2, 1.7, -2.1], [0.2, -1.3, 2.3], [-0.5, 0.8, -0.6], [0.0, 0.0, 0.2], [1.0, 0.5, -0.7], [-0.3, -0.4, 0.3], [0.1, 0.2, 0.1], [0.2, 0.4, -0.4], [-0.1, -0.2, -0.3], [0.3, -0.3, 0.0], [-0.4, -0.2, 0.1], [0.1, -0.3, -0.1], [0.3, -0.1, 0.3], [-0.4, -0.3, 0.6], [-0.5, 0.1, 0.0], [-0.2, 0.0, 0.0], [0.0, 0.1, 0.2], [-0.4, 0.4, -0.6], [0.4, -0.4, 0.5]]}

{"formula": "C4H12NO3", "method": "ωB97M-V with the def2-TZVPD basis set", "homo_ev": [-9.17, -9.19], "orbital_gap_ev": [9.97, 7.24], "lumo_ev": [0.80, -1.95], "relative_energy_kj_mol": 0.0, "multiplicity": 2, "elements": ["C", "C", "C", "C", "O", "O", "N", "H", "H", "H", "H", "H", "H", "H", "H", "H", "H", "H", "H", "O"], "xyz": [[-2.323, -0.825, -0.436], [-0.850, -1.274, -0.470], [0.281, -0.241, -0.046], [0.019, 1.217, -0.574], [1.269, 1.751, -1.070], [-0.549, 1.899, 0.368], [-2.773, -0.545, 0.901], [-2.471, -0.004, -1.154], [-2.887, -1.668, -0.845], [-0.612, -1.483, -1.514], [-0.782, -2.156, 0.161], [1.183, -0.579, -0.542], [0.369, -0.226, 1.034], [1.373, 2.565, -0.571], [-3.750, -0.281, 0.961], [-2.257, 0.199, 1.324], [-0.537, 1.143, -1.530], [4.960, 0.797, 1.755], [5.522, -0.461, 1.222], [4.816, 0.175, 1.024]], "atomic_forces_ev_per_a": [[0.6, -0.1, -0.5], [0.2, 1.4, 0.0], [-1.7, -1.1, -0.3], [1.5, -0.3, -1.3], [-0.5, -0.1, 0.6], [-0.5, 0.3, 0.2], [-0.5, -0.3, 0.5], [0.0, 0.1, 0.1], [-0.1, 0.0, 0.1], [-0.1, -0.5, 0.0], [0.3, -0.2, -0.1], [0.3, 0.2, 0.3], [0.3, 0.1, 0.1], [0.3, 0.3, 0.0], [0.1, -0.2, -0.2], [0.4, 0.5, 0.1], [-0.7, -0.2, 0.4], [-0.4, 0.1, -0.4], [-0.3, 0.0, -0.4], [0.7, 0.0, 0.8]]}

{"formula": "C4H12NO3", "method": "ωB97M-V with the def2-TZVPD basis set", "charge": 1, "homo_ev": -12.84, "orbital_gap_ev": 3.43, "lumo_ev": -9.41, "relative_energy_kj_mol": 1460.5, "elements": ["O", "C", "C", "C", "C", "O", "N", "H", "H", "H", "H", "H", "H", "H", "H", "H", "H", "H", "H", "O"], "xyz": [[0.760, -1.347, -2.419], [-0.190, -0.771, -1.823], [-1.081, -1.457, -0.588], [0.011, -0.347, -0.268], [-0.483, 1.059, -0.066], [2.597, 1.162, 0.558], [-2.881, 0.836, 1.004], [-0.893, -0.296, -2.513], [-0.829, -2.514, -0.665], [1.020, -0.614, 0.186], [0.097, 1.813, 0.535], [-0.668, 1.507, -1.040], [-1.596, 0.998, 0.412], [2.800, 1.902, 1.104], [-3.482, 1.510, 0.699], [-3.163, 0.510, 1.879], [-2.195, -1.257, -0.307], [3.119, -0.043, 0.893], [3.878, -1.499, 1.461], [3.179, -1.151, 0.959]], "atomic_forces_ev_per_a": [[-2.1, 1.2, 2.7], [1.7, -1.3, -5.9], [1.5, 2.0, 3.5], [-2.4, -2.2, 2.7], [2.8, 0.0, -0.9], [-1.2, -0.9, -1.1], [2.2, -3.2, -3.1], [-0.2, 0.8, 0.4], [0.5, 0.3, 0.3], [-0.9, -0.2, -1.0], [-0.1, -1.3, -0.2], [-0.7, 0.3, -0.1], [-2.6, -0.1, 1.9], [0.6, 1.0, 1.0], [-1.4, 3.1, -1.1], [0.8, -0.2, 2.6], [2.0, 0.5, -1.6], [0.1, -1.5, 0.1], [1.7, -0.5, 1.1], [-2.1, 2.1, -1.4]]}

{"formula": "C4H12NOPS", "method": "ωB97M-V with the def2-TZVPD basis set", "homo_ev": [-8.33, -8.31], "orbital_gap_ev": [6.05, 6.04], "lumo_ev": [-2.28, -2.27], "relative_energy_kj_mol": 321.0, "elements": ["C", "C", "C", "C", "N", "O", "P", "S", "H", "H", "H", "H", "H", "H", "H", "H", "H", "H", "H", "H"], "xyz": [[-1.257, 0.342, -0.494], [-0.875, -1.135, 1.407], [0.239, 1.137, 1.238], [-0.210, -0.097, 0.529], [1.109, 1.300, -2.617], [0.720, -2.265, -1.032], [1.274, -0.835, -0.428], [2.775, -1.330, 0.699], [-0.794, 1.072, -1.138], [-1.661, -0.570, -1.021], [-2.045, 0.699, 0.099], [-0.263, -1.452, 2.260], [-1.035, -1.966, 0.666], [-1.866, -0.664, 1.744], [-0.526, 1.448, 1.915], [1.068, 0.838, 1.860], [0.488, 1.945, 0.572], [2.111, 1.608, -2.513], [0.615, 2.027, -1.995], [0.133, -2.100, -1.750]], "atomic_forces_ev_per_a": [[0.9, -2.2, -0.7], [-0.6, -0.3, -0.6], [0.8, -0.6, 0.7], [-0.2, 0.5, -1.4], [0.4, 0.1, 2.4], [0.9, 1.2, 0.6], [-0.3, -0.4, 0.8], [-0.4, 0.8, -0.7], [-0.5, 0.1, -0.5], [0.4, 1.1, 0.0], [-1.3, 1.0, 0.5], [-0.2, 0.0, -0.2], [-0.4, 0.2, 1.4], [1.4, -1.0, -0.3], [-0.8, 0.4, 0.4], [0.6, 0.4, 0.3], [0.3, 0.3, -0.2], [-0.9, -0.5, -0.1], [0.9, -1.2, -1.0], [-1.0, 0.1, -1.3]]}

{"formula": "C4H12NOS", "method": "ωB97M-V with the def2-TZVPD basis set", "charge": -1, "homo_ev": -2.26, "orbital_gap_ev": 5.63, "lumo_ev": 3.37, "relative_energy_kj_mol": 242.3, "elements": ["C", "N", "C", "C", "S", "C", "H", "H", "H", "H", "H", "H", "H", "H", "H", "H", "H", "H", "O"], "xyz": [[0.535, 1.471, -0.250], [0.712, -0.048, 0.025], [-0.779, -0.586, 0.205], [-0.865, -1.432, 1.500], [-2.265, -2.429, 1.091], [0.213, 2.287, 1.271], [-0.237, 1.664, -0.964], [1.475, 1.915, -0.584], [1.044, -0.307, -0.856], [-1.482, 0.241, 0.375], [-0.964, -1.235, -0.603], [0.111, -1.999, 1.486], [-0.838, -0.845, 2.423], [-0.903, 2.388, 1.184], [0.737, 3.192, 1.234], [0.427, 1.597, 2.052], [1.426, -1.884, -2.494], [0.391, -1.844, -3.720], [1.265, -2.146, -3.376]], "atomic_forces_ev_per_a": [[1.3, -0.4, 4.2], [-2.8, 3.5, 1.0], [3.0, 1.2, 2.4], [1.9, -0.4, -1.9], [-1.5, -1.2, 0.9], [-2.3, -2.8, -4.4], [-0.7, 0.3, -0.4], [0.1, -0.2, -0.2], [0.5, -1.2, -1.7], [0.2, -0.1, -0.9], [-0.6, -0.4, -0.9], [-0.9, 0.2, 0.3], [-0.4, 0.2, -0.1], [1.0, 0.4, 0.6], [0.6, 1.3, 0.4], [0.5, -0.3, 0.6], [-0.4, 0.6, 1.4], [1.1, -0.2, 1.1], [-0.7, -0.4, -2.5]]}